[1]
Density functional theory data (ωB97M-V/def2-TZVPD) for one molecule with the formula C2H5NO3S.

CARTESIAN COORDINATES (ANGSTROEM)
C -0.99206 -0.17437 0.80372
C -0.62425 0.40828 -0.50587
N -0.01156 0.62405 1.51600
O 0.63379 -0.22358 -2.65526
O 1.90864 0.14101 -0.51607
O 0.61969 -1.86781 -0.71239
S 0.70818 -0.55304 -1.27005
H -1.94830 -0.01430 1.12557
H -0.91279 -1.18368 0.81243
H -0.91227 1.30644 -1.09123
H -0.28538 1.43477 2.03245
H 1.81630 0.10222 0.46070

Cartesian forces (eV/Å) of the 6 atoms listed first:
-0.188 3.240 0.146
1.261 0.010 0.339
1.609 -1.906 -2.120
1.008 -0.400 0.199
1.122 0.260 -1.307
0.071 -0.343 -0.973

Values from the calculation:
- LUMO energy (alpha / beta): -1.06 / -1.01 eV
- E_tot: -757.71314 Eh
- HOMO (alpha / beta): -10.60 / -9.94 eV
- Molar mass: 123.13 g mol⁻¹
- Orbital gap (alpha / beta): 9.5 / 8.9 eV

---

[2]
Density functional theory data (ωB97M-V/def2-TZVPD) for a 2-piece molecular cluster, C5H11O overall.

CARTESIAN COORDINATES (ANGSTROEM)
C -1.20413 -1.10911 2.11837
C -0.31997 -1.67029 2.94426
H -1.09173 -1.14688 1.02595
H -2.10653 -0.68130 2.53895
H 0.63388 -2.06486 2.63278
H -0.56584 -1.68979 4.00409
C 0.32510 -0.44480 -1.81712
O -0.24150 -0.98068 -0.71029
C 1.03620 0.90179 -1.51389
C 0.06572 1.88246 -0.88211
H -0.41443 -0.24503 -2.63613
H 1.09901 -1.11217 -2.28482
H 1.49295 1.30884 -2.42987
H 1.84548 0.68509 -0.80769
H 0.57123 2.82928 -0.65046
H -0.35140 1.43919 0.01980
H -0.77403 2.09827 -1.55182

Cartesian forces (eV/Å) of the 6 atoms listed first:
0.311 -0.765 -0.259
-0.746 0.578 0.229
0.245 0.424 0.185
-0.136 0.002 0.030
-0.004 -0.200 -0.211
0.351 0.000 0.083

Values from the calculation:
- LUMO energy: 4.30 eV
- E_tot: -272.29670 Eh
- Net charge: -1
- HOMO: -2.48 eV
- Molar mass: 87.14 g mol⁻¹
- Orbital gap: 6.8 eV

---

[3]
Density functional theory data (ωB97M-V/def2-TZVPD) for a 11-piece molecular cluster, C38H97ClI2N5O15PS overall.

CARTESIAN COORDINATES (ANGSTROEM)
C 4.36785 -4.16336 -1.13421
C 3.62399 -3.08547 -0.40881
O 3.35563 -3.10037 0.76692
O 3.25135 -2.06743 -1.18756
C 2.86576 -0.88529 -0.46165
C 2.90768 0.31043 -1.38246
C 1.93460 0.29782 -2.57427
C 0.47240 -0.06605 -2.26858
C -0.46039 1.13068 -1.92827
C 0.00830 1.61496 -0.52587
C -0.74377 2.62675 0.36677
N -1.88772 1.94010 0.97134
N -1.23120 3.82186 -0.32143
N 0.25729 3.07514 1.37332
O -0.18470 2.24379 -2.78333
C -0.54890 2.35343 -4.13948
S 0.37673 3.78626 -4.79922
P -0.48356 0.78227 -5.21537
O -1.33856 1.38117 -6.49655
Cl 1.40953 0.84045 -6.05322
C -1.96308 0.70441 -1.86626
C -2.86509 1.90487 -2.19659
C -4.12439 2.02802 -1.37779
O -4.38163 3.01736 -0.75411
N -4.99333 0.90634 -1.41533
C -5.85967 0.84444 -0.22934
C -5.81495 0.95531 -2.64377
N -2.29877 -0.42928 -2.74425
C -2.24634 -1.74009 -2.16460
I -1.52283 -3.10486 -3.71437
C -3.58193 -2.18479 -1.58046
C -4.70912 -2.37011 -2.59097
I -3.31746 -3.99974 -0.41845
H 5.18701 -3.74297 -1.71854
H 4.70449 -4.87929 -0.38866
H 3.66746 -4.63989 -1.82754
H 3.56954 -0.73460 0.36088
H 1.87859 -1.02693 -0.00691
H 2.79116 1.20105 -0.76002
H 3.92501 0.37140 -1.79046
H 2.31189 -0.42081 -3.30877
H 1.99393 1.27554 -3.05800
H 0.06194 -0.63962 -3.10097
H 0.42908 -0.73800 -1.40377
H 0.12531 0.72068 0.10038
H 0.99683 2.04424 -0.70787
H -2.42462 2.58382 1.54421
H -1.56599 1.16396 1.54231
H -0.82245 4.62365 0.14379
H -2.24089 3.89840 -0.22171
H 1.04719 2.43506 1.37222
H -0.15072 2.97619 2.30152
H -1.58241 2.70047 -4.23511
H 1.36747 3.68445 -3.90768
H -1.86749 2.18110 -6.33149
H -2.14754 0.40949 -0.82671
H -3.14358 1.83656 -3.26018
H -2.32888 2.84673 -2.09359
H -6.20852 -0.18766 -0.11400
H -5.28971 1.11829 0.65872
H -6.73183 1.50445 -0.30771
H -6.65013 0.26429 -2.52111
H -5.23712 0.63921 -3.51691
H -6.21311 1.96462 -2.81156
H -3.20597 -0.28993 -3.17016
H -1.48546 -1.79019 -1.38739
H -3.83723 -1.47219 -0.79582
H -4.86624 -3.42238 -2.82786
H -4.48421 -1.86994 -3.53842
H -5.64799 -1.97467 -2.20540
C 1.42373 -2.81223 3.52632
C 1.31624 -1.32677 3.24177
O -0.02209 -0.91288 2.95746
H 1.04662 -3.38439 2.67813
H 2.46287 -3.09533 3.69533
H 0.84073 -3.08934 4.40900
H 1.89670 -1.07428 2.35469
H 1.71325 -0.74683 4.08310
H -0.56696 -1.13014 3.72114
C 1.07150 1.49372 5.42261
C 0.10913 2.65300 5.58154
O -0.72463 2.82435 4.43351
H 1.70001 1.63947 4.54272
H 1.71973 1.40467 6.29357
H 0.52735 0.55467 5.28708
H 0.65078 3.59107 5.69285
H -0.51432 2.51650 6.47121
H -1.22928 2.01126 4.31896
C -9.59700 -4.32748 -3.50424
C -8.36047 -3.45084 -3.54064
O -7.90055 -3.10535 -2.23639
H -10.40050 -3.82945 -2.96092
H -9.94373 -4.55331 -4.51335
H -9.38494 -5.27296 -2.99971
H -8.57703 -2.50404 -4.03485
H -7.55938 -3.94418 -4.10164
H -7.67820 -3.91951 -1.77185
C 4.40643 2.39550 9.71573
C 3.81822 1.48404 8.65750
O 3.89656 2.05276 7.35161
H 3.90440 3.36290 9.71135
H 4.30887 1.95787 10.71007
H 5.46678 2.57695 9.52701
H 2.75650 1.31781 8.84045
H 4.31653 0.50882 8.67122
H 4.82589 2.20388 7.15017
C 6.50456 3.35755 0.71811
C 5.28914 2.65459 0.14644
O 5.03690 1.40291 0.78251
H 7.38740 2.72414 0.62735
H 6.69207 4.29629 0.19563
H 6.35868 3.58308 1.77727
H 5.44105 2.42050 -0.90664
H 4.40550 3.29802 0.22192
H 4.88512 1.57131 1.71868
C -1.12038 -2.78341 -7.63366
C -2.46047 -2.59460 -8.31524
O -3.43793 -2.05370 -7.42963
H -1.21961 -3.44085 -6.76931
H -0.38193 -3.20754 -8.31580
H -0.74005 -1.82315 -7.27543
H -2.86466 -3.54710 -8.65693
H -2.35081 -1.94429 -9.19036
H -3.09898 -1.21142 -7.10585
C -4.81191 4.06298 -7.45245
C -4.32304 3.93618 -6.02396
O -2.90031 3.81531 -5.94672
H -4.49449 3.20318 -8.04334
H -5.90000 4.12586 -7.48383
H -4.40719 4.96220 -7.92208
H -4.71635 3.03204 -5.56294
H -4.64977 4.78899 -5.42257
H -2.50502 4.60627 -6.33182
C 6.27880 -5.42294 2.45818
C 7.52838 -5.88921 1.73646
O 7.78614 -5.11438 0.56785
H 5.41439 -5.47936 1.79548
H 6.07748 -6.02881 3.34311
H 6.38683 -4.38309 2.77709
H 7.41604 -6.91679 1.39353
H 8.39500 -5.85167 2.40593
H 7.90038 -4.19932 0.84484
C 0.40622 -6.65043 1.54645
C 1.90119 -6.89234 1.63647
O 2.60276 -6.23456 0.58832
H 0.03293 -6.99027 0.57996
H -0.14018 -7.17000 2.33544
H 0.18876 -5.58242 1.62896
H 2.12088 -7.95393 1.52515
H 2.29310 -6.56912 2.60775
H 2.47749 -5.28279 0.70140
C 3.14949 7.20160 8.19780
C 3.27635 6.54289 9.55801
O 4.63405 6.35368 9.94462
H 3.66243 6.60729 7.44118
H 2.10288 7.30702 7.90921
H 3.60056 8.19673 8.20678
H 2.83600 5.54643 9.53911
H 2.74800 7.12756 10.31865
H 5.05625 7.21779 9.98723

Cartesian forces (eV/Å) of the 6 atoms listed first:
-0.363 0.039 -0.032
-0.119 0.112 -0.262
-0.016 -0.349 0.639
0.301 0.271 -0.228
-0.161 0.329 0.297
0.237 -0.072 -0.344

Values from the calculation:
- LUMO energy: 0.23 eV
- E_tot: -4703.51985 Eh
- HOMO: -8.08 eV
- SMILES string: CC(=O)OCCCC[C@@](CC(N)(N)N)(O[C@@H](S)P(O)Cl)[C@@H](CC(=O)N(C)C)N[C@H](I)[C@@H](C)I.CCO.CCO.CCO.CCO.CCO.CCO.CCO.CCO.CCO.CCO
- Molar mass: 1216.52 g mol⁻¹
- Orbital gap: 8.3 eV

---

[4]
Density functional theory data (ωB97M-V/def2-TZVPD) for C4H10O2 as an isolated structure.

CARTESIAN COORDINATES (ANGSTROEM)
C -2.14169 -0.44101 -0.34185
C -1.15645 0.16308 0.66305
C 0.19561 -0.47828 0.82488
O 0.86299 -0.55995 -0.65242
C 1.74492 0.81570 0.05989
O 2.93590 0.65033 -0.58040
H -3.08728 0.11506 -0.34974
H -1.72508 -0.41806 -1.35452
H -2.36465 -1.48553 -0.09374
H -1.05611 1.24140 0.45704
H -1.58748 0.11134 1.67460
H 0.06247 -1.54701 1.05552
H 1.50984 -1.27765 -0.56060
H 1.96547 0.97117 1.10328
H 1.04889 1.53424 -0.36905
H 2.79267 0.60519 -1.53594

Cartesian forces (eV/Å) of the 6 atoms listed first:
0.003 -0.100 -0.076
-0.005 0.146 0.055
-0.324 -0.229 0.058
0.187 -0.116 0.120
0.101 0.343 0.070
-0.067 -0.021 -0.264

Values from the calculation:
- LUMO energy: 0.56 eV
- E_tot: -308.67952 Eh
- HOMO: -6.72 eV
- Molar mass: 90.12 g mol⁻¹
- Orbital gap: 7.3 eV

---

[5]
Density functional theory data (ωB97M-V/def2-TZVPD) for one molecule with the formula C4H7N3O.

CARTESIAN COORDINATES (ANGSTROEM)
C 1.60134 -0.59965 0.37716
C -1.28489 -0.74561 -0.41834
C -1.80260 -1.17826 -1.75100
C 0.40454 1.42262 1.06770
H 2.23138 -0.37589 1.42921
H 1.48715 -1.70564 -0.10933
H 2.25338 0.09802 -0.43142
H -2.20752 -0.18290 -0.04616
H -0.86875 -1.57006 0.01660
H 1.21854 1.43185 1.95113
H -0.90229 2.06570 -0.06956
N 0.41922 -0.00451 0.81861
N -2.24375 -1.11959 -2.88512
N -0.12307 2.43245 0.52056
O -0.18270 0.03148 -0.47004

Cartesian forces (eV/Å) of the 6 atoms listed first:
6.140 0.838 1.327
-3.337 0.523 -1.751
-1.878 1.645 -6.809
4.441 -0.301 3.414
-0.624 -1.884 -2.706
0.258 2.718 1.928

Values from the calculation:
- LUMO energy: 0.56 eV
- E_tot: -395.90232 Eh
- HOMO: -10.37 eV
- SMILES string: [H]/N=C\N(C)OCC#N
- Molar mass: 113.12 g mol⁻¹
- Orbital gap: 10.9 eV

---

[6]
Density functional theory data (ωB97M-V/def2-TZVPD) for one molecule with the formula C4H5NOS.

CARTESIAN COORDINATES (ANGSTROEM)
C -0.30174 0.20111 -0.78336
C -0.28491 0.43067 0.73431
C 0.56180 -0.50279 1.71171
C -1.34496 -0.82800 -1.20862
H 1.65287 2.00787 -0.09358
H -1.22542 1.02983 1.13549
H 1.57786 -1.13306 1.38432
H 0.39859 -0.93834 2.77540
H -1.61379 -1.09814 -2.37369
N 0.76517 0.43485 -1.57688
O -2.26441 -1.00149 -0.47550
S 2.07894 1.39748 -1.22959

Cartesian forces (eV/Å) of the 6 atoms listed first:
5.248 -0.665 -0.362
1.004 -3.226 4.490
-0.840 1.019 -3.804
-1.421 2.057 -3.342
0.190 -0.189 0.025
2.224 -1.625 -0.462

Values from the calculation:
- LUMO energy: -0.55 eV
- E_tot: -683.40161 Eh
- HOMO: -9.03 eV
- SMILES string: C=C/C(C=O)=N\S
- Molar mass: 115.16 g mol⁻¹
- Orbital gap: 8.5 eV